[1]
Density functional theory data (wB97M-V/def2-TZVPD) for a molecular structure, C4H6BiO7.

Kohn-Sham gap (spin up / spin down) (eV): 6.1 / 6.3
Charge: +2
Spin multiplicity: 2
Relative energy (zero: lowest compared OMol25 entry of this formula, charge and spin) (kJ/mol): 0.0
⟨S²⟩: 0.752
HOMO energy (spin up / spin down) (eV): -17.837 / -17.839

Each line ends with the Mulliken charge.
Geometry (Å):
O 0.5883 1.3230 0.3951  -0.433
C 0.5274 -0.0056 0.0608  0.444
C -0.6461 -0.3154 -0.8635  -0.589
O -0.4534 0.3792 -2.1007  -0.305
C 0.7524 0.2128 -2.5913  0.684
O 1.6933 0.0923 -1.8019  -0.558
O 0.8313 0.5789 -3.8358  -0.390
H 1.4696 1.5773 0.6955  0.409
H 1.3632 -0.7036 0.1534  0.417
H -1.5899 0.0655 -0.4598  0.357
H -0.7009 -1.3890 -1.0649  0.355
H 1.6375 1.0885 -4.0047  0.407
O -2.2457 -0.8584 2.1469  -0.342
C -1.0749 -0.3502 2.4317  0.983
O -0.0252 -0.6394 1.7285  -0.604
O -0.9246 0.2719 3.4935  -0.538
Bi 0.9876 0.0927 4.2716  1.280
H -2.1898 -1.4206 1.3457  0.424

***

[2]
Density functional theory data (wB97M-V/def2-TZVPD) for a molecular structure, C65H57NP3SeSiSn.

Kohn-Sham gap (eV): 6.5
Charge: -1
HOMO energy (eV): -4.161

Each line ends with the Mulliken charge.
Geometry (Å):
Sn 0.0459 0.1872 -1.0577  -0.482
C -2.6214 6.5782 0.4256  -0.704
C -1.3663 6.8892 -0.0740  -0.596
C -0.3506 5.9392 -0.0698  -0.354
C -0.5765 4.6634 0.4434  0.183
C -1.8472 4.3617 0.9369  -0.880
C -2.8580 5.3076 0.9356  -0.307
P 0.6538 3.2932 0.3694  1.260
C 2.1527 4.2415 -0.0933  0.444
C 2.4256 4.3461 -1.4554  -0.355
C 3.4795 5.1253 -1.9095  -0.675
C 4.2925 5.7836 -0.9986  -0.633
C 4.0412 5.6668 0.3603  -0.651
C 2.9770 4.9021 0.8134  -0.500
C 0.9316 2.9522 2.1592  -0.045
C 0.8799 4.0390 3.0414  -0.481
C 1.1363 3.8898 4.3912  -0.851
C 1.4353 2.6313 4.8814  -1.014
C 1.4601 1.5467 4.0213  0.137
C 1.2116 1.6475 2.6454  0.275
Si 1.1122 0.0487 1.5238  -1.006
C 2.8357 -0.7980 1.5193  0.977
C 3.8605 -0.4243 2.3907  0.056
C 5.0856 -1.0717 2.3964  -0.826
C 5.3170 -2.1088 1.5081  -0.922
C 4.3208 -2.4965 0.6261  -0.450
C 3.0845 -1.8552 0.6232  -0.273
P 1.7496 -2.3316 -0.5531  2.121
C 2.5111 -2.8113 -2.1638  0.487
C 3.4108 -3.8647 -2.3228  -0.177
C 3.9499 -4.1526 -3.5684  -0.924
C 3.5775 -3.4136 -4.6827  -0.701
C 2.6355 -2.4050 -4.5504  -0.881
C 2.1090 -2.1115 -3.3016  0.148
C 1.3153 -4.0210 0.0558  0.122
C 1.2328 -4.2530 1.4305  -0.407
C 0.7391 -5.4520 1.9239  -0.630
C 0.3404 -6.4537 1.0513  -0.751
C 0.4531 -6.2515 -0.3165  -0.660
C 0.9184 -5.0420 -0.8105  -0.573
C 0.3005 -1.2598 2.7312  0.797
C 0.9495 -1.7083 3.8910  -0.119
C 0.3543 -2.5898 4.7770  -1.094
C -0.9028 -3.1085 4.4951  -1.040
C -1.5277 -2.7665 3.3115  -0.199
C -0.9386 -1.8504 2.4375  0.344
P -1.7620 -1.3725 0.8689  1.832
C -3.0979 -0.3336 1.5791  0.914
C -4.4573 -0.4609 1.3099  -0.681
C -5.3732 0.4220 1.8694  -0.979
C -4.9463 1.4476 2.6965  -0.779
C -3.5896 1.5978 2.9554  -0.358
C -2.6736 0.7252 2.3921  -0.688
C -2.5698 -2.9281 0.3247  0.128
C -3.6699 -3.5550 0.9115  0.016
C -4.2154 -4.6963 0.3425  -1.140
C -3.6791 -5.2255 -0.8226  -0.865
C -2.5965 -4.6030 -1.4247  -1.094
C -2.0483 -3.4659 -0.8525  0.010
H -3.4133 7.3172 0.4145  0.345
H -1.1699 7.8766 -0.4747  0.408
H 0.6202 6.1983 -0.4711  0.395
H -2.0385 3.3656 1.3155  0.248
H -3.8384 5.0520 1.3207  0.455
H 1.8199 3.7926 -2.1611  0.283
H 3.6791 5.1906 -2.9717  0.420
H 5.1407 6.3618 -1.3448  0.315
H 4.6925 6.1560 1.0745  0.343
H 2.8066 4.8019 1.8766  0.335
H 0.6529 5.0260 2.6589  0.611
H 1.1066 4.7500 5.0496  0.409
H 1.6352 2.4894 5.9371  0.410
H 1.6521 0.5813 4.4564  0.418
H 3.7082 0.4174 3.0548  0.372
H 5.8659 -0.7508 3.0759  0.350
H 6.2793 -2.6062 1.4794  0.369
H 4.5325 -3.2877 -0.0777  0.146
H 3.6820 -4.4868 -1.4805  0.298
H 4.6647 -4.9613 -3.6654  0.390
H 4.0197 -3.6244 -5.6491  0.381
H 2.3169 -1.8336 -5.4139  0.439
H 1.3750 -1.3172 -3.2055  -0.013
H 1.5584 -3.4829 2.1175  0.151
H 0.6633 -5.5966 2.9950  0.453
H -0.0575 -7.3870 1.4315  0.370
H 0.1606 -7.0362 -1.0047  0.387
H 0.9640 -4.8905 -1.8815  0.438
H 1.9693 -1.3971 4.0793  0.386
H 0.8738 -2.8828 5.6822  0.379
H -1.3826 -3.7973 5.1809  0.411
H -2.4728 -3.2296 3.0632  0.269
H -4.8114 -1.2385 0.6464  0.418
H -6.4284 0.3044 1.6526  0.426
H -5.6631 2.1345 3.1293  0.385
H -3.2445 2.3978 3.5992  0.516
H -1.6146 0.8558 2.5913  -0.092
H -4.1226 -3.1488 1.8069  0.423
H -5.0738 -5.1667 0.8079  0.430
H -4.1079 -6.1183 -1.2618  0.399
H -2.1871 -4.9922 -2.3487  0.549
H -1.2286 -2.9503 -1.3406  0.255
C -2.5273 0.0268 -2.5194  0.937
C -1.5773 -0.3571 -3.4947  1.247
C -0.8311 0.7935 -3.8487  -0.004
C -1.2903 1.8711 -3.0655  0.728
C -2.3179 1.3893 -2.2113  1.020
C -3.2520 2.2469 -1.3998  -1.357
C -1.0248 3.3289 -3.3170  -1.431
C 0.1316 0.8926 -5.0017  -2.081
C -1.5702 -1.6667 -4.2354  -1.580
C -3.7347 -0.7586 -2.0908  -1.015
H -3.4092 1.8586 -0.3884  -0.142
H -4.2377 2.3055 -1.8779  0.412
H -2.8670 3.2638 -1.3053  0.477
H -0.8807 3.8920 -2.3921  0.080
H -1.8794 3.7813 -3.8340  0.332
H -0.1425 3.4742 -3.9430  0.493
H 1.1711 1.0302 -4.6799  0.141
H -0.1238 1.7396 -5.6449  0.522
H 0.0890 -0.0113 -5.6142  0.433
H -0.5634 -2.0773 -4.3599  0.022
H -1.9957 -1.5492 -5.2394  0.372
H -2.1691 -2.4146 -3.7113  0.411
H -3.5473 -1.4549 -1.2789  -0.127
H -4.1286 -1.3482 -2.9237  0.427
H -4.5230 -0.0793 -1.7571  0.387
Se 3.1676 0.5867 -1.7905  0.098
C 4.1053 1.4176 -0.4943  0.348
N 4.7261 1.9413 0.3353  -0.737

***

[3]
Density functional theory data (wB97M-V/def2-TZVPD) for a gas-phase ion, C7H9N2 (charge +1).

Kohn-Sham gap (eV): 9.9
Charge: +1
Structure (SMILES): C1=C2C3=[NH+]CCN3C[C@@H]12
Relative energy (zero: lowest compared OMol25 entry of this formula, charge and spin) (kJ/mol): 410.1
HOMO energy (eV): -13.773

Each line ends with the Mulliken charge.
Geometry (Å):
C 2.5751 0.6739 -0.6055  -0.401
C 1.5812 0.9773 0.2070  -0.097
C 0.0372 0.7785 0.2333  0.382
N -1.0064 1.5737 0.1331  -0.175
C -2.1984 0.6412 -0.1016  -0.510
C -1.5540 -0.7174 0.0207  -0.462
N -0.1586 -0.4793 0.1536  0.213
C 1.0948 -1.3349 0.0417  -0.572
C 2.2213 -0.3458 0.4699  -0.285
H 3.1658 1.1420 -1.3335  0.431
H -1.2790 2.5352 0.3611  0.264
H -2.6376 0.7742 -1.1298  0.273
H -3.1843 0.7797 0.4047  0.358
H -1.9522 -1.3093 0.8781  0.318
H -1.7766 -1.1897 -0.9426  0.283
H 1.1473 -1.7402 -0.9473  0.331
H 1.1995 -2.2056 0.7671  0.286
H 2.7249 -0.5532 1.3900  0.364

***

[4]
Density functional theory data (wB97M-V/def2-TZVPD) for C2H3P3 in the gas phase.

Kohn-Sham gap (spin up / spin down) (eV): 6.9 / 6.6
Structure (SMILES): C#P=[PH]=P#C
Relative energy (zero: lowest compared OMol25 entry of this formula, charge and spin) (kJ/mol): 536.8
HOMO energy (spin up / spin down) (eV): -8.285 / -7.904

Each line ends with the Mulliken charge.
Geometry (Å):
C -1.6122 0.5171 -0.8144  -0.188
P -0.4822 1.3463 -1.5639  -0.193
P 1.4409 1.5812 -0.2068  -0.124
P 1.9037 -0.0238 1.1388  0.012
C 0.5512 -0.8982 1.3945  -0.268
H -2.3267 -0.1985 -0.5693  0.445
H 2.5615 1.6189 -1.0228  0.068
H 0.6339 -1.9702 1.8502  0.248

***

[5]
Density functional theory data (wB97M-V/def2-TZVPD) for 2 unconnected molecules or ions with the total composition C6H8N.

Kohn-Sham gap (spin up / spin down) (eV): 8.9 / 6.5
Charge: +1
Spin multiplicity: 3
Relative energy (zero: lowest compared OMol25 entry of this formula, charge and spin) (kJ/mol): 238.0
⟨S²⟩: 2.018
HOMO energy (spin up / spin down) (eV): -12.922 / -15.714

Each line ends with the Mulliken charge.
Geometry (Å):
C 2.1189 2.0073 -0.3530  -0.134
C 1.8322 0.8273 -0.2961  0.282
C -1.7835 0.0600 0.1818  0.260
C -3.0810 0.5310 -0.0663  -1.036
C 1.8102 -1.5147 0.6688  -0.993
C 1.5481 -0.5142 -0.3552  0.095
N -0.7568 -0.3977 0.0200  -0.187
H 2.2747 2.9986 -0.7838  0.391
H -3.4915 0.1748 -1.0278  0.293
H -3.6852 0.3899 0.7382  0.331
H -2.9401 1.5725 -0.1979  0.309
H 0.8281 -1.8436 0.9232  0.350
H 2.3288 -1.0729 1.5058  0.338
H 2.1756 -2.4358 0.2173  0.335
H 0.8215 -0.7826 -1.1748  0.366

***

[6]
Density functional theory data (wB97M-V/def2-TZVPD) for a molecular structure, F2LiPRb.

Kohn-Sham gap (spin up / spin down) (eV): 3.8 / 3.8
Spin multiplicity: 2
⟨S²⟩: 0.757
HOMO energy (spin up / spin down) (eV): -4.928 / -5.113

Each line ends with the Mulliken charge.
Geometry (Å):
Li -1.7841 0.7404 0.4569  0.625
Rb 0.4297 -3.8608 0.2265  0.578
P 0.6128 0.2450 -0.7500  -0.109
F -0.9758 2.0748 -0.3408  -0.801
F 1.7174 0.8006 0.4074  -0.293